C10H16ClO4Si2Tc | ωB97M-V/def2-TZVPD

Its net charge is +1. The relative energy (zero: lowest compared OMol25 entry of this formula, charge and spin) comes out at 1.718 eV. The calculated total energy comes out at -1811.03663 hartree. The highest occupied orbital energy (alpha / beta) is -0.46991 / -0.47836 hartree. As for the expectation value of S²: 3.780. The value obtained for the HOMO-LUMO gap (alpha / beta) is 8.38 / 7.74 eV. The spin multiplicity is 4.

```
34
Properties=species:S:1:pos:R:3:forces:R:3:lowdin_charge:R:1
Tc 1.524691 0.193205 -1.262153 0.375 0.571 0.115 1.0904
Cl 4.230183 0.424885 -0.517987 0.705 0.115 0.006 0.7298
Si 0.044596 -1.448025 -0.320785 -0.001 -0.194 -0.201 0.5402
Si 0.064551 1.401566 0.186943 -0.086 -0.099 0.090 0.5722
O 5.267920 -0.399004 -0.981965 -0.144 0.131 0.105 -0.2120
O 4.576438 1.283484 0.541026 -0.045 -0.076 -0.148 -0.2277
O 3.071030 -0.459454 -0.061479 -0.426 -0.345 -0.006 -0.4910
O 3.592592 1.166840 -1.626650 -0.303 -0.068 -0.077 -0.4081
C 0.076679 2.179620 -1.565909 0.193 0.115 -0.040 -0.2109
C -1.505036 -0.811067 0.456304 -0.101 0.187 0.107 -0.3120
C -3.706914 -0.964723 1.416756 0.059 -0.116 -0.040 -0.0477
C 0.954774 2.397963 1.452292 0.121 0.069 0.045 -0.1645
C -2.624939 1.182391 1.266425 -0.042 0.030 0.029 -0.0704
C -2.602735 -1.578146 0.839519 -0.075 0.058 0.022 -0.0675
C -1.514897 0.582612 0.676166 -0.072 -0.181 -0.022 -0.3098
C 0.883928 -2.861037 0.514365 0.025 -0.038 0.082 -0.1782
C -3.718538 0.407593 1.626667 0.020 0.095 0.006 -0.0502
C -0.133935 -1.694053 -2.213167 -0.025 -0.053 -0.043 -0.2070
H -2.604018 -2.652093 0.692781 -0.018 0.003 0.008 0.1128
H -4.560004 -1.561776 1.710772 -0.003 0.011 0.002 0.1172
H 0.201906 -3.709089 0.611492 0.011 -0.006 -0.005 0.0477
H -0.844838 2.767147 -1.620228 -0.093 -0.152 0.024 0.0712
H 1.231265 1.753192 2.288832 -0.022 0.019 0.017 0.0542
H 0.897000 2.872678 -1.768659 -0.011 -0.059 -0.016 0.0531
H -0.448717 -0.816211 -2.793035 0.027 -0.055 0.004 0.0242
H -0.036051 1.484776 -2.420681 -0.019 0.079 -0.162 0.0275
H 1.866718 2.840159 1.047649 -0.013 0.011 0.018 0.0418
H -2.641712 2.250030 1.453818 -0.026 -0.011 0.010 0.1124
H 1.190153 -2.560669 1.518152 0.009 -0.042 0.001 0.0496
H 0.320339 3.198011 1.840301 -0.011 0.004 -0.004 0.0500
H 1.769368 -3.186120 -0.032412 -0.005 -0.007 0.009 0.0428
H -0.967397 -2.394363 -2.340729 0.000 -0.033 0.068 0.0607
H 0.727565 -2.163624 -2.697208 -0.006 0.029 -0.006 0.0422
H -4.581964 0.873301 2.082782 0.005 0.005 -0.002 0.1169
```
Forces are in eV/Å.

C10H16N2O3 | ωB97M-V/def2-TZVPD

As for the SMILES: CC(C)(C)N1C=CC[C@@H]1C(N)=O.O=C=O. The relative energy (zero: lowest compared OMol25 entry of this formula, charge and spin) comes out at 1.317 eV. The calculated total energy comes out at -725.85239 hartree. The highest occupied orbital energy is -0.28356 hartree. The value obtained for the HOMO-LUMO gap is 8.40 eV.

```
31
Properties=species:S:1:pos:R:3:forces:R:3:lowdin_charge:R:1
O 2.170895 0.444363 -2.924276 -1.438 -0.153 -2.046 0.2060
O 2.136428 -1.604023 -1.108912 -0.189 0.115 2.454 0.0412
O 3.696179 0.716334 -1.274540 2.917 0.553 3.000 0.2254
N 0.406800 0.618145 -0.192389 0.964 -1.123 1.031 -0.0247
N 2.477523 -2.295305 1.084736 1.177 -1.058 -7.470 0.1813
C -0.968573 0.314437 -0.674517 0.072 1.811 1.140 -0.5868
C -1.997261 0.900085 0.318001 -2.327 -0.480 0.061 -0.0556
C -1.166356 1.022293 -2.034361 -1.472 -0.120 0.052 -0.0325
C 1.529065 1.950315 1.223234 2.808 3.563 2.624 -0.1217
C 1.977858 -1.449404 0.101270 -1.079 0.192 1.409 -0.4047
C 1.878145 0.599577 1.779855 0.088 0.987 -2.202 -0.1335
C 1.070898 -0.358397 0.895251 0.681 1.636 -4.142 -0.0987
C 2.933624 0.542272 -2.085159 -1.443 -0.058 -1.225 -0.5121
C 0.768424 1.960468 0.181717 -1.537 -3.125 -0.708 -0.1160
C -1.173680 -1.164505 -0.835589 0.134 0.437 -2.997 -0.0417
H -2.108688 -1.171548 -1.464173 0.749 -0.790 0.880 0.1001
H 2.951999 0.598879 1.696524 0.570 -0.939 -0.181 0.1128
H 0.331349 -0.906314 1.428256 -0.688 -0.381 0.450 0.1169
H -1.582705 2.033750 -1.986186 0.379 0.030 0.408 0.0801
H -2.198720 1.984671 0.202241 0.716 -0.474 0.335 0.0803
H -0.327483 -1.550750 -1.489610 -1.045 0.108 0.990 0.1118
H 1.645403 0.542595 2.782729 -0.617 -0.299 2.274 0.0820
H -3.007898 0.478133 0.088870 0.530 0.145 -0.360 0.0855
H 3.072415 -3.024803 0.674751 -0.350 0.362 0.888 0.1292
H -1.874739 0.524157 -2.719673 0.166 -0.239 0.550 0.0895
H 0.377941 2.767012 -0.361470 -0.270 0.931 -0.764 0.1104
H -0.253902 1.034683 -2.543611 1.502 0.159 -0.811 0.0442
H 2.098557 2.923500 1.584969 -1.357 -2.207 -0.614 0.1448
H -1.971399 0.596222 1.385847 0.918 0.363 -0.476 0.0857
H 2.381220 -2.177383 1.994957 -0.489 0.728 4.729 0.0344
H -1.291474 -1.676329 0.085741 -0.072 -0.674 0.720 0.0664
```
Forces are in eV/Å.